1.
A structure of composition C29H28FeN3O5. Source: the OMol25 dataset; level of theory: ωB97M-V/def2-TZVPD.

Values from the calculation:
multiplicity = 6
frontier orbital gap (spin up / spin down) = 7.0 / 6.6 eV
max |F| = 2.1 eV/A
relative energy (zero: lowest compared OMol25 entry of this formula, charge and spin) = 105.0 kJ/mol

Each line ends with the Mulliken spin population.
Atoms and positions in Å:
Fe 0.8578 0.0536 -0.6150  3.820
C 1.3948 -2.1912 4.4427  -0.136
C 2.8001 -2.2922 4.4998  0.359
C 3.5189 -1.8348 3.4116  -0.187
C 2.8994 -1.4532 2.2287  0.266
N 1.5304 -1.7796 2.0887  0.090
C 0.7982 -1.8900 3.2646  0.238
C 3.6174 -0.6596 1.2543  0.046
C 5.0077 -0.8268 1.0838  0.058
C 5.7000 0.0629 0.2963  -0.017
C 5.0163 1.1100 -0.3044  0.059
C 3.6334 1.1662 -0.1712  -0.037
N 2.9588 0.3010 0.5913  0.108
C 2.8312 2.1928 -0.8628  0.010
C 3.3489 3.0253 -1.8517  -0.010
C 2.5180 3.9540 -2.4500  0.006
C 1.1986 4.0430 -2.0389  -0.009
C 0.7509 3.1606 -1.0679  0.004
N 1.5414 2.2584 -0.5074  0.037
H 0.8015 -2.3202 5.3353  -0.008
H 3.2917 -2.5915 5.4102  0.022
H 4.5821 -1.6832 3.5127  -0.004
H -0.2577 -1.7028 3.1793  0.052
H 5.5178 -1.6656 1.5291  0.002
H 6.7645 -0.0504 0.1467  0.000
H 5.5504 1.8336 -0.8943  0.002
H 4.3676 2.9228 -2.1818  -0.001
H 2.8987 4.5928 -3.2309  0.000
H 0.5279 4.7618 -2.4767  0.000
H -0.2676 3.1684 -0.7010  0.000
C 1.8653 -0.7562 -4.6012  0.000
C 1.6097 -0.2301 -3.1996  -0.013
O 2.5679 0.0094 -2.4394  0.024
O 0.4168 -0.0689 -2.8186  0.045
H 2.5863 -1.5654 -4.5314  0.001
H 2.2776 0.0258 -5.2355  0.000
H 0.9325 -1.1171 -5.0203  0.000
C -7.2776 -0.7658 -0.6557  0.000
C -5.8943 -0.2992 -0.3060  0.001
C -5.4437 -0.2824 1.0052  -0.001
C -4.1468 0.1087 1.3181  -0.001
C -3.6793 0.1347 2.7459  0.002
C -3.2930 0.4910 0.2871  0.001
C -3.7284 0.5052 -1.0393  0.001
C -2.8203 0.9886 -2.1324  0.001
C -5.0279 0.1058 -1.3133  0.000
C -1.8581 0.9148 0.5503  0.003
O -1.5948 2.0724 0.8359  0.010
O -1.0053 -0.0257 0.4085  0.025
H -7.8941 -0.8842 0.2317  0.000
H -7.2283 -1.7256 -1.1714  0.000
H -7.7617 -0.0565 -1.3240  0.000
H -6.1177 -0.5681 1.8017  0.000
H -4.4932 -0.1162 3.4255  0.000
H -3.3065 1.1290 2.9940  0.000
H -2.8672 -0.5792 2.8937  0.000
H -2.6096 2.0506 -1.9914  0.000
H -3.2827 0.8530 -3.1084  0.000
H -1.8654 0.4588 -2.1214  0.011
H -5.3859 0.1162 -2.3337  0.000
C -0.2801 -2.9480 0.8391  0.015
C 1.0135 -2.1788 0.8761  0.034
O 1.6614 -2.0172 -0.1652  0.071
H -0.0281 -3.9774 0.5772  0.002
H -0.8894 -2.5334 0.0369  0.000
H -0.8506 -2.9352 1.7585  -0.003

Atomic forces in eV per Å
0.092 0.621 -0.430
-0.072 0.015 -0.279
-0.034 -0.075 0.063
-0.128 0.071 -0.253
0.259 -0.452 0.460
0.402 0.302 -0.133
-0.524 -0.177 0.742
0.688 0.384 -0.603
-0.458 -0.072 0.062
-0.186 0.217 -0.031
-0.109 -0.174 0.056
0.548 -0.261 0.259
-0.350 -0.180 -0.292
-0.319 0.643 -0.391
-0.016 -0.140 0.327
-0.140 -0.082 0.161
0.138 -0.051 0.035
-0.249 0.363 -0.077
0.216 -0.787 -0.155
-0.119 0.078 -0.036
0.096 0.006 0.064
0.069 0.086 -0.064
-0.088 -0.057 -0.002
-0.015 -0.055 0.114
0.035 -0.006 0.013
0.016 0.087 -0.079
0.132 -0.002 -0.015
0.031 0.091 -0.099
-0.143 0.088 -0.029
-0.102 -0.054 -0.041
-0.233 0.100 0.356
0.408 0.015 -0.156
0.197 -0.244 0.348
-0.788 -0.155 1.137
0.094 -0.037 -0.066
0.043 0.057 0.014
-0.026 -0.020 -0.143
0.066 0.005 -0.017
0.041 -0.022 0.033
0.026 0.038 -0.124
0.062 0.051 -0.096
-0.020 0.066 -0.077
0.163 0.028 0.023
-0.142 -0.004 0.095
0.061 -0.056 0.056
0.016 0.010 0.105
-0.631 0.434 0.068
-0.011 0.346 0.024
1.667 -1.059 -0.686
-0.067 -0.019 0.053
-0.083 -0.050 -0.011
-0.107 0.024 -0.049
-0.057 -0.062 0.096
0.038 -0.014 0.020
0.069 -0.026 0.088
0.059 0.005 0.077
0.035 0.037 -0.054
0.036 0.008 -0.038
-0.068 0.039 -0.107
0.009 0.004 -0.165
-0.029 0.255 -0.144
-0.189 -0.474 -0.287
-0.355 0.361 0.185
0.058 0.004 0.051
0.009 -0.011 0.063
-0.020 -0.058 -0.018

=====

2.
A cluster of 2 separate species, C3H3Cl in total. Source: the OMol25 dataset; level of theory: ωB97M-V/def2-TZVPD.

Values from the calculation:
frontier orbital gap = 10.0 eV
max |F| = 5.9 eV/A
relative energy (zero: lowest compared OMol25 entry of this formula, charge and spin) = 321.4 kJ/mol

Each line ends with the natural charge from an NBO analysis.
Atoms and positions in Å:
C -0.1323 0.9068 -0.0249  -0.174
C -0.0171 -0.0746 -0.8946  -0.153
C -1.0258 -0.2280 0.1655  -0.173
Cl -2.7164 -0.0279 0.0513  -0.015
H 0.0633 1.8658 0.3849  0.237
H 0.5454 -0.2085 -1.6804  0.216
H -0.9512 -1.4590 1.3928  0.061

Atomic forces in eV per Å
-0.627 -1.579 0.385
-2.556 2.303 4.751
1.648 -2.568 2.419
-1.459 0.031 -0.507
0.369 0.458 0.039
2.333 -1.602 -4.263
0.292 2.956 -2.824

=====

3.
A structure of composition C4H7NO. Source: the OMol25 dataset; level of theory: ωB97M-V/def2-TZVPD.

Values from the calculation:
frontier orbital gap = 7.9 eV
max |F| = 0.5 eV/A
relative energy (zero: lowest compared OMol25 entry of this formula, charge and spin) = 665.5 kJ/mol

Each line ends with the natural charge from an NBO analysis.
Atoms and positions in Å:
N -2.1785 -0.4914 -0.1339  -0.638
C -1.0413 0.0118 -0.0053  0.589
C -0.3393 0.6540 1.1521  -0.557
C 0.9553 0.7629 0.3632  0.008
C 1.0441 -1.1136 -0.8401  -0.493
O -0.0407 0.1317 -0.9665  -0.513
H -2.3086 -0.8622 -1.0768  0.360
H -0.7637 1.6278 1.4121  0.247
H -0.2914 0.0222 2.0399  0.250
H 1.8335 0.2887 0.7729  0.249
H 1.1639 1.7181 -0.1146  0.200
H 0.3940 -1.9856 -1.0043  0.145
H 1.5639 -0.9208 -1.7894  0.154

Atomic forces in eV per Å
0.473 0.200 -0.092
-0.416 -0.150 0.175
0.026 -0.010 0.069
-0.056 0.368 0.081
-0.137 -0.341 -0.274
0.231 0.005 0.146
-0.005 0.019 0.038
0.038 -0.145 -0.024
0.032 0.064 -0.148
-0.155 0.038 -0.196
-0.088 -0.087 0.050
0.056 0.104 -0.059
0.002 -0.065 0.235